# C7H17NO3S

2 unconnected molecules or ions with the total composition C7H17NO3S in a non-equilibrium geometry (wB97M-V/def2-TZVPD, the OMol25 dataset).

The LUMO energy (alpha / beta) comes out at -0.07 / 0.73 eV. Its total energy is -25997.6880 eV. The value obtained for the relative energy (zero: lowest compared OMol25 entry of this formula, charge and spin) is 95.44 kcal per mole. Its frontier orbital gap (alpha / beta) is 7.490 / 8.391 eV. The net charge is 0.

Geometry (Å):
C: -0.2803 3.5736 -0.0629
C: 2.0069 -1.4831 -1.7716
C: 1.1331 -2.8544 0.2459
C: -0.5498 -0.6029 2.0339
C: 0.3418 2.1658 -0.3914
C: 0.8410 -1.9790 -0.9297
C: -0.4765 0.0702 0.6427
N: -0.0324 1.3492 0.7541
O: -2.5185 -1.6218 -0.0606
O: -1.6652 0.0780 -1.6300
O: -2.9901 0.7368 0.3611
S: -1.8927 -0.3409 -0.2740
H: 0.0421 4.3197 -0.7813
H: -1.2858 3.5323 -0.2251
H: -0.1819 3.8675 0.9001
H: 2.0798 -1.9830 -2.7036
H: 2.0465 -0.3895 -1.8315
H: 2.9804 -1.6542 -1.2184
H: 1.9219 -2.3538 0.8104
H: 1.5606 -3.9084 -0.1512
H: 0.3094 -3.0853 0.9057
H: 0.2191 -1.4143 2.1940
H: -1.4269 -1.2036 2.1044
H: -0.6973 0.1544 2.8340
H: 1.4702 2.4856 -0.4162
H: -0.0351 1.8246 -1.2855
H: -0.0638 -2.1678 -1.4945
H: 0.2846 1.5026 1.7177
H: -3.1411 1.3819 -0.2763